No. 1
Density functional theory data (ωB97M-V/def2-TZVPD) for a molecular structure, C38H41GeN2O4PV.

Atoms and positions in Å:
V  -0.4768  -0.1975  -0.4045
O  -1.1629  -1.0886  -3.9764
C  -0.9299  -1.4191  -2.8446
O  -1.4188  -0.8523  -1.7830
C  -0.0199  -2.6128  -2.4891
P  0.0728  -2.5249  -0.6597
C  1.5827  -3.4461  -0.2396
C  2.6952  -2.6959  0.1279
C  3.8839  -3.3264  0.4465
C  3.9501  -4.7101  0.4356
C  2.8429  -5.4599  0.0682
C  1.6605  -4.8352  -0.2833
C  -1.2369  -3.6494  -0.0710
C  -2.4287  -3.8266  -0.7716
C  -3.4262  -4.6331  -0.2474
C  -3.2506  -5.2574  0.9773
C  -2.0747  -5.0698  1.6859
C  -1.0767  -4.2637  1.1723
H  0.9707  -2.4704  -2.9362
H  -0.4323  -3.5540  -2.8660
H  2.6050  -1.6136  0.1521
H  4.7544  -2.7459  0.7111
H  4.8677  -5.2049  0.7141
H  2.9028  -6.5375  0.0603
H  0.7992  -5.4201  -0.5776
H  -2.5808  -3.3276  -1.7201
H  -4.3429  -4.7790  -0.7982
H  -4.0274  -5.8883  1.3802
H  -1.9340  -5.5576  2.6367
H  -0.1562  -4.1241  1.7238
N  0.4476  -0.3227  1.6252
C  -0.2729  0.4522  2.6395
C  -1.6351  -0.1693  2.9390
C  -2.6530  0.0185  1.8179
N  -2.2918  -0.7787  0.6500
H  0.5874  -1.2728  1.9783
H  1.3712  0.0935  1.4982
H  -0.3910  1.4745  2.2650
H  0.3054  0.4957  3.5721
H  -2.0312  0.2897  3.8441
H  -1.5104  -1.2395  3.1347
H  -2.6912  1.0732  1.5251
H  -3.6450  -0.2729  2.1894
H  -2.9833  -0.6527  -0.0905
H  -2.2909  -1.7701  0.9000
O  0.7579  3.4303  -0.1279
C  0.0220  2.6002  -0.6060
O  0.0288  1.3485  -0.2391
C  -0.9786  2.8594  -1.7157
C  -0.3930  2.2399  -2.9885
Ge  1.3057  3.0719  -3.7064
C  2.6779  1.6469  -3.5138
C  3.5711  1.3046  -4.5190
C  4.5641  0.3654  -4.3003
C  4.6926  -0.2345  -3.0595
C  3.8090  0.0976  -2.0453
C  2.8051  1.0219  -2.2761
C  1.9208  4.5836  -2.5825
C  1.1036  5.6909  -2.4069
C  1.4704  6.7023  -1.5396
C  2.6742  6.6243  -0.8588
C  3.5136  5.5420  -1.0587
C  3.1368  4.5270  -1.9190
C  0.8893  3.7400  -5.5324
C  -0.4302  4.0203  -5.8630
C  -0.7657  4.5010  -7.1151
C  0.2222  4.7187  -8.0595
C  1.5445  4.4638  -7.7373
C  1.8746  3.9867  -6.4803
H  -1.1280  3.9358  -1.8158
H  -1.9283  2.3613  -1.4669
H  -1.1418  2.2619  -3.7795
H  -0.1841  1.1782  -2.8042
H  3.4876  1.7777  -5.4857
H  5.2478  0.1123  -5.0966
H  5.4827  -0.9486  -2.8748
H  3.9259  -0.3472  -1.0657
H  2.1327  1.2883  -1.4630
H  0.1715  5.7546  -2.9535
H  0.8120  7.5449  -1.3835
H  2.9588  7.4107  -0.1759
H  4.4546  5.4788  -0.5313
H  3.7864  3.6757  -2.0703
H  -1.2146  3.8577  -5.1376
H  -1.7997  4.6990  -7.3567
H  -0.0391  5.0897  -9.0401
H  2.3193  4.6369  -8.4708
H  2.9126  3.8100  -6.2346

Values from the calculation:
E_tot = -5245.25879 Ha
2S+1 = 3
net charge = +1
LUMO level (alpha / beta) = -2.83 / -3.04 eV
⟨S²⟩ = 2.01
relative energy (zero: lowest compared OMol25 entry of this formula, charge and spin) = 64.6 kcal per mole
gap between HOMO and LUMO (alpha / beta) = 0.2864 / 0.2786 hartree



No. 2
Density functional theory data (ωB97M-V/def2-TZVPD) for a molecular structure, C38H41HgN7SSb.

Atoms and positions in Å:
Hg  -0.7871  1.1628  -0.1806
C  4.9097  2.6249  2.7918
C  3.9617  1.5508  3.3226
N  2.5610  1.9108  3.2691
C  1.7561  1.8228  2.1749
S  0.0813  2.0804  2.4697
N  2.3220  1.6160  1.0247
N  1.5759  1.3980  -0.0562
C  2.0446  1.6712  -1.2203
C  3.3974  2.2989  -1.4253
C  1.2162  1.3682  -2.3939
C  1.5048  1.9305  -3.6427
C  0.6953  1.6399  -4.7247
C  -0.3837  0.7862  -4.5483
C  -0.6060  0.2851  -3.2758
N  0.1616  0.5581  -2.2309
H  5.9432  2.3189  2.9626
H  4.7399  3.5791  3.2910
H  4.7615  2.7639  1.7240
H  4.1985  1.3539  4.3692
H  4.1076  0.6334  2.7497
H  2.1018  2.1958  4.1149
H  3.8703  2.4037  -0.4550
H  3.3058  3.2891  -1.8754
H  4.0159  1.6722  -2.0708
H  2.3372  2.6080  -3.7581
H  0.8994  2.0709  -5.6960
H  -1.0349  0.5242  -5.3699
H  -1.4468  -0.3732  -3.0762
N  -3.4634  1.3230  1.2980
C  -4.5517  0.9938  0.4944
C  -4.8608  -0.3431  0.2395
C  -5.9081  -0.6668  -0.6056
C  -6.6611  0.3316  -1.2085
C  -6.3485  1.6618  -0.9686
C  -5.2963  1.9937  -0.1321
H  -3.4195  2.2826  1.6021
H  -3.2425  0.6654  2.0306
H  -4.2642  -1.1201  0.7041
H  -6.1317  -1.7067  -0.8067
H  -7.4785  0.0753  -1.8691
H  -6.9268  2.4434  -1.4444
H  -5.0278  3.0287  0.0455
C  -1.5177  4.2188  -2.9752
C  -0.8235  4.7172  -1.7561
N  -0.4595  3.9904  -0.7290
C  0.1198  4.8428  0.1759
C  0.1111  6.1098  -0.3193
N  -0.4924  6.0206  -1.5545
H  -1.4503  3.1333  -2.9991
H  -1.0677  4.6297  -3.8796
H  -2.5726  4.5001  -2.9543
H  0.5032  4.4851  1.1161
H  0.4661  7.0384  0.0884
H  -0.6830  6.7826  -2.1797
C  -0.2834  -7.0892  -0.8433
C  0.2591  -6.5686  0.3253
C  0.3241  -5.1971  0.5125
C  -0.1507  -4.3286  -0.4660
C  -0.6924  -4.8561  -1.6315
C  -0.7602  -6.2313  -1.8210
Sb  0.0053  -2.1804  -0.1781
C  2.1121  -2.3653  0.2037
C  2.7999  -1.5827  1.1221
C  4.1827  -1.6613  1.2156
C  4.8911  -2.5120  0.3820
C  4.2145  -3.2860  -0.5502
C  2.8334  -3.2087  -0.6379
C  -0.9040  -2.3653  1.7739
C  -0.3832  -1.8451  2.9517
C  -1.1121  -1.9035  4.1329
C  -2.3693  -2.4874  4.1485
C  -2.8959  -3.0184  2.9782
C  -2.1693  -2.9485  1.7994
H  -0.3340  -8.1606  -0.9888
H  0.6332  -7.2375  1.0903
H  0.7534  -4.7966  1.4243
H  -1.0620  -4.1856  -2.3999
H  -1.1842  -6.6316  -2.7335
H  2.2653  -0.8889  1.7568
H  4.7107  -1.0528  1.9387
H  5.9699  -2.5663  0.4533
H  4.7612  -3.9439  -1.2141
H  2.3120  -3.8149  -1.3700
H  0.5964  -1.3854  2.9633
H  -0.6920  -1.4968  5.0441
H  -2.9380  -2.5267  5.0687
H  -3.8736  -3.4846  2.9848
H  -2.5829  -3.3682  0.8872

Values from the calculation:
E_tot = -2647.72070 Ha
2S+1 = 2
LUMO level (alpha / beta) = 0.03 / -0.40 eV
⟨S²⟩ = 0.76
gap between HOMO and LUMO (alpha / beta) = 0.2123 / 0.2529 hartree